{"formula": "C32H63F9N5O7S", "method": "wB97M-V/def2-TZVPD", "elements": ["C", "C", "H", "O", "H", "O", "C", "H", "C", "C", "F", "C", "H", "H", "H", "H", "H", "C", "N", "H", "C", "H", "H", "H", "H", "H", "C", "H", "H", "C", "H", "H", "H", "H", "H", "H", "H", "H", "C", "C", "F", "N", "H", "C", "H", "H", "C", "H", "H", "H", "N", "H", "H", "H", "H", "F", "C", "H", "C", "H", "C", "C", "H", "H", "O", "C", "C", "C", "C", "H", "F", "H", "C", "H", "C", "O", "H", "F", "H", "C", "F", "H", "O", "H", "N", "N", "C", "H", "F", "H", "C", "H", "H", "H", "H", "C", "H", "O", "H", "C", "F", "H", "H", "O", "C", "H", "C", "H", "C", "H", "H", "H", "H", "H", "S", "F", "H"], "coordinates": [[1.828, -2.782, 3.129], [-2.091, -2.205, 0.856], [6.161, -0.115, 1.667], [-5.960, 0.140, 2.111], [0.282, 2.134, -3.821], [1.099, 5.992, -1.313], [2.113, -2.615, 4.726], [2.512, 0.252, -1.041], [-4.221, -5.452, -2.128], [0.830, 0.228, -2.637], [1.288, -1.504, 5.130], [7.119, 0.294, 1.328], [0.944, 8.274, 1.185], [1.090, -3.874, -2.187], [10.001, -0.863, 2.356], [-1.312, -3.023, 0.611], [6.071, 1.168, -0.323], [2.559, -4.014, 0.826], [6.901, -0.635, -0.972], [-0.821, -0.371, -4.249], [2.345, 5.319, -1.371], [9.054, 0.879, -0.883], [1.650, 8.352, -1.642], [-5.229, -6.810, -4.015], [-2.968, -2.737, 1.379], [1.831, 2.226, -2.813], [-2.738, -5.188, -2.461], [0.944, 5.768, 0.752], [-2.159, -5.399, -1.554], [1.930, -2.011, -1.485], [-8.070, 2.407, 3.627], [3.085, 6.876, 1.365], [-4.622, 1.173, 3.212], [0.345, 8.995, -0.966], [-5.866, 2.184, 2.496], [9.491, 0.809, 2.054], [-4.453, -4.933, -1.192], [3.571, 7.567, -0.192], [-2.518, 2.248, -0.517], [1.840, -0.462, -1.642], [2.634, -5.076, 3.023], [-6.327, -0.181, 4.956], [3.285, 8.620, 1.180], [0.769, 6.519, -0.029], [-8.335, 1.724, 5.233], [-2.498, -7.125, -3.419], [-0.076, -0.754, -3.475], [-4.068, -0.490, 0.598], [-8.530, 0.708, 3.818], [0.194, 3.613, -1.589], [-2.512, -3.783, -2.832], [2.568, 4.783, -0.443], [-0.590, -3.008, -3.820], [-6.595, -0.867, 4.247], [-7.407, 1.292, 1.133], [3.440, -2.243, 5.022], [0.077, -2.300, -3.226], [-1.128, 0.526, 0.012], [-7.925, 1.513, 4.241], [-0.312, 6.693, -0.053], [6.997, 0.598, -0.180], [-2.187, -6.086, -3.564], [-1.092, -6.066, -3.560], [6.076, -1.152, -0.673], [-5.141, -4.937, -3.086], [0.748, 1.813, -2.813], [2.929, 7.715, 0.679], [1.457, 7.858, 0.310], [-5.696, 1.224, 2.999], [-4.565, -5.464, -4.999], [4.206, -3.488, 2.552], [2.301, 4.594, -2.188], [-0.100, 2.493, -1.623], [-2.503, -5.772, -4.561], [-2.189, 0.859, 0.279], [8.091, -0.694, 1.655], [-1.969, 1.508, -2.605], [1.635, -3.729, 5.448], [-1.596, -1.484, 1.601], [2.834, -3.791, 2.394], [1.844, -1.453, 2.600], [-5.342, -0.377, 5.120], [-2.446, -1.563, -0.393], [3.142, 6.026, -1.605], [1.033, -2.848, -2.276], [1.334, 8.822, -0.791], [-7.176, 0.254, 1.390], [-3.191, -3.549, -3.559], [3.277, -5.210, 0.465], [-2.265, 0.985, 1.415], [-3.192, -0.329, -0.158], [-2.007, 3.356, -2.398], [-2.342, 3.176, 0.137], [-3.637, 2.211, -0.774], [-7.076, -0.318, 0.464], [8.136, 1.450, -0.729], [7.862, 1.872, -1.701], [3.818, -1.491, 0.408], [-3.669, -0.017, -1.168], [-1.683, 2.373, -1.887], [1.196, -4.264, 0.486], [7.677, -1.237, -0.691], [-5.983, 1.877, 5.017], [4.299, -3.270, -1.165], [-5.301, -5.743, -4.242], [-2.785, -3.189, -2.048], [-6.448, 1.149, 4.344], [0.251, 2.001, -0.644], [9.427, -0.219, 1.686], [-6.290, -5.544, -4.661], [9.877, -0.299, 0.694], [-7.993, -0.191, 1.960], [-4.409, -6.516, -1.946], [8.362, 2.285, -0.058], [3.202, -2.666, -0.297], [0.450, -3.205, 3.047], [7.288, 1.208, 1.910]], "total_charge": 1, "lumo_ev": -5.146}


{"formula": "C32H63FNO17PS", "method": "wB97M-V/def2-TZVPD", "elements": ["H", "H", "H", "H", "H", "O", "H", "C", "F", "C", "O", "H", "C", "C", "C", "H", "H", "O", "H", "H", "O", "H", "H", "C", "H", "C", "H", "O", "C", "H", "H", "H", "H", "H", "C", "O", "N", "H", "H", "C", "C", "C", "H", "H", "H", "H", "O", "C", "C", "O", "H", "C", "H", "C", "H", "C", "O", "C", "H", "O", "H", "H", "C", "H", "C", "O", "H", "H", "H", "H", "H", "H", "O", "H", "C", "H", "H", "C", "C", "H", "H", "H", "H", "S", "H", "O", "C", "O", "H", "H", "C", "C", "O", "H", "C", "H", "H", "H", "H", "C", "O", "O", "H", "C", "H", "C", "H", "H", "P", "H", "H", "H", "C", "H", "H", "C"], "coordinates": [[5.479, 4.761, 0.242], [-4.935, 2.341, 3.162], [11.224, 2.233, -4.900], [11.294, 3.774, -4.012], [-4.768, 1.245, 5.104], [-1.284, 0.156, 2.494], [-6.846, 3.003, 3.872], [-2.463, -4.463, -0.747], [-3.017, 2.028, 3.070], [-9.739, -0.971, 1.028], [-8.520, 2.931, 1.462], [2.718, 3.403, -4.095], [-1.522, 2.027, -3.466], [-3.310, -0.279, 4.709], [-4.562, 0.842, 1.683], [-2.977, -4.180, 0.169], [-1.438, -4.101, -0.709], [-1.206, 2.001, -2.297], [-4.372, -6.239, -1.835], [-2.362, 0.225, 4.531], [10.260, 2.679, -2.004], [6.702, 2.203, -2.948], [-5.515, 2.754, 1.170], [-3.809, -6.633, -0.988], [0.162, 0.870, -4.083], [11.568, 2.722, -3.987], [7.605, 2.077, -1.419], [-5.048, -0.512, 1.835], [-3.383, 0.646, 0.678], [8.255, -2.885, 0.266], [-0.109, 0.570, 0.264], [-5.638, 1.544, -0.093], [-7.388, 1.312, 3.983], [-3.681, -7.707, -1.102], [10.951, 2.056, -2.780], [-0.859, 0.042, -0.041], [-3.081, 1.827, -0.027], [-9.805, -1.036, 2.112], [-3.349, 2.640, 0.517], [-0.463, -1.419, 8.387], [-5.684, 1.689, 0.984], [-7.755, 2.259, 2.081], [-2.651, -2.168, 1.642], [-4.381, -6.425, -0.082], [12.655, 2.629, -3.949], [-9.020, -1.705, 0.660], [10.821, -2.276, -1.340], [10.586, -4.394, -0.282], [6.364, 4.296, -0.187], [-4.063, -0.310, -0.299], [-2.100, 1.932, -0.260], [-4.500, 0.578, 4.279], [10.930, -4.554, 0.741], [-7.626, 2.296, 3.583], [9.491, -2.435, 1.442], [-0.950, -2.179, 7.176], [-6.979, 1.318, 1.429], [0.108, -2.779, 6.284], [3.886, 0.891, -7.347], [-2.128, -2.296, 6.931], [-1.313, -1.036, 8.946], [-5.372, -0.051, 4.094], [-2.457, -5.962, -0.909], [0.174, -0.590, 8.076], [3.592, 2.941, -4.547], [-12.071, -1.451, 1.103], [11.361, -4.703, -0.978], [12.306, 0.420, -2.506], [-10.509, -1.904, -1.521], [-3.275, 3.184, -3.063], [4.073, 2.299, -3.811], [-10.862, -0.178, -1.435], [2.036, 2.059, -6.123], [-0.354, 2.084, -5.262], [-4.277, 1.479, 3.070], [10.875, 0.023, -3.457], [-12.199, -1.355, -1.404], [-11.178, -1.162, -1.083], [7.098, 2.760, -2.101], [10.739, 0.219, -1.702], [-3.292, -1.253, 4.217], [0.721, -3.483, 6.849], [9.048, -1.296, 0.149], [-5.165, -1.192, 0.392], [7.841, 3.478, -2.448], [4.826, 3.391, -1.760], [-2.770, 2.744, -3.920], [-1.430, -6.598, -0.971], [-9.375, 0.017, 0.740], [7.080, 5.067, -0.477], [10.260, -2.937, -0.497], [3.186, 2.144, -5.758], [-1.988, -1.834, 1.019], [6.844, 3.661, 0.560], [-11.098, -1.219, 0.424], [-2.983, -3.995, -1.584], [0.129, -2.075, 9.027], [4.306, 3.717, -4.830], [-0.363, -3.294, 5.451], [11.231, 0.589, -2.594], [-4.788, -2.554, 0.526], [-6.410, -0.892, -0.219], [0.763, -1.994, 5.901], [5.976, 3.472, -1.390], [5.032, 2.160, -6.852], [4.297, 1.435, -6.499], [-3.386, -0.484, 5.777], [9.694, -5.004, -0.435], [-1.810, -0.267, 1.196], [-2.512, 3.526, -4.637], [-1.309, 0.609, -5.051], [-8.570, 2.645, 3.997], [-0.702, 1.354, -4.531], [4.806, 0.738, -5.831], [-3.442, 2.043, -4.417], [9.195, -2.345, 0.396]], "total_charge": 0, "lumo_ev": 0.361, "smiles": "CC[C@@H](F)[C@]1(COC(C)=O)OS(=O)(=O)O[C@]1(N)P(=O)(O)O.CC(C)=O.CC(C)=O.CC(C)=O.CC(C)=O.CC(C)=O.CC(C)=O.CC(C)=O.CC(C)=O"}


no.,HOMO-LUMO gap (eV)
1,5.60
2,9.58